A single C21H17Cl3N4 molecule, computed with ωB97M-V/def2-TZVPD.

Properties
- E_HOMO: -8.0 eV
- Relative energy (zero: lowest compared OMol25 entry of this formula, charge and spin): 2.007 eV
- E_LUMO: -0.1 eV
- SMILES: Clc1ccc(-c2nc3ncccn3c2CNCCc2ccc(Cl)c(Cl)c2)cc1
- Kohn-Sham gap: 7.91 eV

Geometry (Å):
Cl -2.456 -4.561 3.347
Cl 0.595 -4.894 2.195
Cl -5.556 -1.665 2.221
N 0.199 1.332 1.207
N 0.193 -1.698 -1.704
N 1.994 -1.739 -3.204
N 1.204 0.237 -2.059
C -3.795 -0.224 0.613
C 0.698 -2.226 2.636
C -0.058 -3.387 2.664
C 2.987 -1.068 -3.586
C -0.431 -0.748 -0.982
C -4.104 -1.450 1.150
C -1.372 -3.216 3.062
C 1.120 -1.150 -2.363
C -2.701 0.037 -0.206
C 1.196 0.262 3.115
C 0.369 0.485 -1.055
C -1.806 -0.996 -0.381
C 0.274 1.619 -0.213
C -1.836 -2.036 3.485
C 3.099 0.419 -3.316
C 2.126 1.068 -2.546
C -3.287 -2.541 0.745
C -1.019 -0.922 3.515
C 1.512 0.898 1.745
C -2.208 -2.300 -0.045
C 0.262 -0.928 3.064
H -0.411 0.554 1.270
H 1.796 -2.382 2.513
H -4.589 0.608 0.796
H -0.655 2.246 -0.494
H 2.033 0.162 1.032
H -1.347 0.019 4.014
H -2.354 1.026 -0.435
H 1.145 2.243 -0.384
H -1.454 -3.107 -0.277
H 3.824 -1.509 -4.258
H 3.901 0.923 -3.726
H 2.029 2.149 -2.621
H 2.175 1.780 1.926
H -2.832 -1.961 3.833
H 2.100 -0.227 3.407
H -3.533 -3.560 1.145
H 0.931 1.020 3.937